[1]
Density functional theory data (the ωB97M-V functional and the def2-TZVPD basis) for a 9-piece molecular cluster, C45H57N9O16 overall in a non-equilibrium geometry.

Results
Relative energy (zero: lowest compared OMol25 entry of this formula, charge and spin)   41.8 kJ/mol
Largest force on an atom   0.21518 Eh/bohr
Net charge   0
Multiplicity   1

Each line ends with the Mulliken charge.
Element x y z (Å)
1 C 0.09907 0.38605 -5.15933  -2.156
2 C -0.04911 -0.19185 -3.75838  1.545
3 C -1.43758 -0.73177 -3.55794  -0.527
4 C -1.52594 -1.92466 -2.61142  0.053
5 C -0.54561 -3.08520 -2.98531  0.290
6 C 0.82564 -2.53991 -2.91882  1.629
7 N 0.92682 -1.29597 -3.75834  0.927
8 O 2.04594 -1.24858 -4.42210  -0.357
9 C 1.84259 -3.66591 -3.44886  -1.853
10 C 1.46354 -2.25295 -1.56903  -2.412
11 C 0.35171 0.80800 -2.69478  -1.271
12 H 0.04151 -0.22591 -5.91648  0.730
13 H 0.97354 1.05156 -5.31927  0.401
14 H -0.58908 1.03872 -5.62048  0.450
15 H -1.92520 -1.31224 -4.43975  0.338
16 H -2.18691 0.15073 -3.44516  -0.016
17 H -2.58128 -2.33296 -2.56246  0.528
18 H -1.50671 -1.46298 -1.64972  -0.521
19 H -0.55085 -3.70873 -4.01758  0.404
20 H -0.69217 -3.87403 -2.08638  -0.704
21 H 1.58954 -3.74754 -4.54110  0.502
22 H 1.70843 -4.57192 -3.04243  0.547
23 H 2.89272 -3.36291 -3.43489  0.367
24 H 1.74980 -3.21972 -1.02737  0.517
25 H 0.83031 -1.58677 -0.82255  -0.272
26 H 2.26614 -1.67145 -1.62083  1.049
27 H 0.42354 0.39625 -1.58103  -0.188
28 H -0.43214 1.56108 -2.63795  0.190
29 H 1.26846 1.26875 -2.85202  0.761
30 N -0.31880 -0.01014 1.40068  0.438
31 O -0.50398 1.22629 1.25751  -0.344
32 O 0.79110 -0.56238 1.75046  -0.258
33 O -1.20988 -0.72837 0.90705  -0.624
34 C -1.01635 -5.13137 0.31582  -0.431
35 C -1.72153 -3.83167 0.65035  0.041
36 C -3.13846 -3.73655 0.17038  -0.563
37 C -3.84338 -4.82012 -0.66836  -0.097
38 C -2.95928 -5.97148 -1.15997  -0.855
39 C -1.45213 -6.05384 -0.62822  -0.650
40 N -5.23853 -4.77552 -1.02354  0.939
41 O -5.91909 -3.84189 -0.49724  -0.571
42 O -5.68568 -5.73054 -1.60235  -0.569
43 H -0.14295 -5.61019 0.57253  0.408
44 H -1.03295 -3.24423 1.26393  0.179
45 H -3.53970 -2.84623 0.26985  0.946
46 H -3.19739 -6.72281 -1.70203  0.736
47 H -0.89368 -6.98736 -0.79627  0.434
48 C 1.02513 -3.43719 4.01780  -0.049
49 C 2.41967 -2.96230 3.93255  -0.555
50 C 3.49531 -3.85845 4.39185  -0.492
51 C 3.20825 -5.13964 5.21148  0.079
52 C 1.68540 -5.45901 5.35371  -0.206
53 C 0.64560 -4.58700 4.63675  -0.728
54 N 4.22617 -5.98799 5.71537  0.880
55 O 5.41255 -5.89110 5.34809  -0.581
56 O 3.96094 -6.78651 6.57896  -0.555
57 H 0.24885 -2.87584 3.39822  0.325
58 H 2.54630 -2.07385 3.36908  0.590
59 H 4.57547 -3.79413 4.56457  0.390
60 H 1.34571 -6.31774 5.99549  0.367
61 H -0.28840 -4.99676 4.88624  0.497
62 C 3.58156 0.91205 -0.23908  0.342
63 C 4.26957 -0.41955 -0.14070  -0.454
64 C 5.45743 -0.85774 -1.02279  -0.388
65 C 5.92842 0.07227 -2.26020  0.040
66 C 5.19570 1.43335 -2.40206  -0.638
67 C 3.93409 1.66274 -1.42622  -0.405
68 N 7.10333 -0.32055 -2.95192  0.904
69 O 7.64958 0.58503 -3.63987  -0.572
70 O 7.55804 -1.44167 -2.80647  -0.569
71 H 2.65004 1.16537 0.51178  0.141
72 H 4.13751 -1.28347 0.48383  0.451
73 H 6.18528 -1.65394 -0.62556  0.359
74 H 5.50444 2.00041 -3.31467  0.393
75 H 3.48684 2.74197 -1.46491  0.373
76 C -4.62546 0.06115 -1.97021  -0.761
77 C -3.62564 0.73061 -1.02083  -0.121
78 C -3.03172 2.07052 -1.39841  0.257
79 C -3.73172 2.81537 -2.46979  -0.833
80 C -4.80054 2.12538 -3.38577  -0.572
81 C -5.20520 0.72289 -3.05804  -0.557
82 N -3.28958 4.21574 -2.69130  1.018
83 O -3.95216 4.81520 -3.59671  -0.642
84 O -2.22531 4.55000 -2.30193  -0.502
85 H -4.87766 -0.89428 -1.62153  0.830
86 H -3.01444 0.21248 -0.21756  0.184
87 H -2.24536 2.34575 -0.65640  0.803
88 H -5.15200 2.75920 -4.11092  0.733
89 H -6.09652 0.19267 -3.82452  0.161
90 C 2.24196 4.69001 1.56993  -0.360
91 C 0.80949 4.66615 1.19379  0.139
92 C 0.34048 5.77059 0.18608  -0.702
93 C 1.36065 6.48076 -0.69478  0.014
94 C 2.80407 6.15606 -0.50787  -0.698
95 C 3.24383 5.37308 0.85584  -0.566
96 N 1.03711 7.23250 -1.90223  0.968
97 O 1.90437 7.45504 -2.77998  -0.592
98 O -0.07042 7.68243 -2.06427  -0.560
99 H 2.59877 4.06144 2.37589  0.324
100 H 0.23664 3.84217 1.80219  0.226
101 H -0.65081 5.64101 0.02045  0.704
102 H 3.54176 6.49058 -1.05385  0.689
103 H 4.29011 5.10042 1.19749  0.367
104 C -3.37334 3.52174 1.77638  0.152
105 O -2.63070 4.47854 1.88474  -0.632
106 N -4.65482 3.74674 1.36998  0.216
107 C -5.55940 2.61726 1.24614  -1.504
108 C -5.18631 5.02894 0.99804  -1.175
109 H -3.14244 2.44958 1.93915  0.377
110 H -5.09125 1.80009 1.21722  0.599
111 H -6.17291 2.68684 0.38709  0.392
112 H -6.22817 2.79953 1.98165  0.459
113 H -5.54897 5.67587 1.79175  0.374
114 H -5.83703 5.10639 0.16488  0.397
115 H -4.41597 5.65966 0.79921  0.384
116 C 2.39722 1.48643 4.08685  0.280
117 O 3.41500 2.14429 4.02056  -0.687
118 N 1.54020 1.47585 5.14462  0.228
119 C 0.39981 0.61369 5.17858  -0.771
120 C 1.72723 2.19648 6.48366  -0.907
121 H 2.03291 0.89261 3.14295  0.239
122 H 0.50165 -0.48005 5.00486  0.257
123 H -0.16473 0.83508 4.35298  0.088
124 H -0.56480 0.85244 5.78669  0.306
125 H 2.80334 2.29297 6.54998  0.341
126 H 1.16954 1.74002 7.37484  0.342
127 H 1.36643 3.31653 6.36225  0.247



[2]
Density functional theory data (the ωB97M-V functional and the def2-TZVPD basis) for a 6-piece molecular cluster, H12O6 overall in a non-equilibrium geometry.

Results
Relative energy (zero: lowest compared OMol25 entry of this formula, charge and spin)   141.2 kJ/mol
Largest force on an atom   0.05819 Eh/bohr
Net charge   0
Multiplicity   1
SMILES   O.O.O.O.O.O

Each line ends with the Mulliken charge.
Element x y z (Å)
1 O 18.33326 27.88782 -4.17993  -0.579
2 H 17.60008 27.27911 -4.23808  0.278
3 H 18.17136 28.50733 -3.51996  0.301
4 O 18.74533 28.17272 -1.37671  -0.595
5 H 19.48735 27.68726 -0.95217  0.289
6 H 18.20882 28.64611 -0.72670  0.321
7 O 15.49222 28.79129 -4.97389  -0.743
8 H 16.11465 29.24291 -4.36214  0.447
9 H 15.33695 27.87563 -4.67160  0.324
10 O 16.81557 30.16779 -2.95173  -0.676
11 H 17.72908 30.35008 -2.72347  0.308
12 H 16.28588 30.71985 -2.40571  0.276
13 O 13.43541 31.52101 -1.32937  -0.652
14 H 13.66656 30.95046 -2.06492  0.417
15 H 12.61003 31.96936 -1.51371  0.287
16 O 13.55188 29.81101 -3.55965  -0.705
17 H 14.26758 29.37632 -4.01296  0.413
18 H 13.09857 30.16139 -4.28572  0.289



Number 1: total energy -3444.02018 Ha. Number 2: total energy -458.61868 Ha.